C48H120F6N8O16P | wB97M-V/def2-TZVPD

Element x y z (Å)
H: 0.641 -5.019 -1.143
F: 2.562 1.038 0.183
H: -0.159 -0.090 -4.667
H: 1.287 2.395 2.923
C: -3.415 -2.896 3.267
C: -5.767 -1.932 1.396
O: 1.140 0.103 -6.250
C: 0.043 -1.836 3.955
C: 5.819 3.153 2.438
H: 4.071 -7.027 -0.831
H: 0.222 -1.691 -6.255
H: -2.497 1.761 0.804
C: -8.859 4.892 -1.989
C: 1.990 -5.903 -10.927
H: -5.977 -2.907 0.957
H: -2.243 -2.510 -2.837
H: 3.957 7.170 0.643
H: -5.670 6.411 1.153
N: 6.402 5.539 2.833
H: 0.425 -2.459 3.146
O: -1.218 -4.329 -2.903
H: -0.270 -2.485 -8.730
H: 7.790 -7.175 5.215
H: -5.931 1.056 -3.061
F: 0.164 -1.192 -0.392
H: -1.602 1.733 -3.558
H: 1.608 4.658 5.166
H: -2.373 -3.324 -1.350
C: -0.655 4.380 -1.099
C: -8.306 2.629 -1.531
H: -4.027 -3.791 3.378
H: -6.256 -0.106 -1.824
C: -4.291 -1.754 1.179
C: 0.589 2.825 3.641
O: 5.684 -6.059 6.796
H: -5.766 2.673 -2.010
F: 1.564 -0.046 -1.671
H: 4.734 -6.574 3.238
N: 6.787 -5.900 3.774
H: -7.750 -2.161 4.051
C: 2.995 -6.925 -0.971
H: 2.744 -3.283 -9.876
F: 1.080 -0.332 1.505
C: -5.074 4.074 3.349
H: 5.902 -4.081 2.256
H: -7.294 1.012 -0.195
H: 0.804 2.444 4.639
N: -2.774 5.427 -0.372
C: -7.367 -2.436 3.068
H: 3.009 -6.063 -10.576
H: -3.911 -0.329 -2.783
O: -3.720 6.557 1.906
H: 2.641 -6.445 -0.059
H: -9.654 4.901 -1.244
H: 6.517 -5.050 4.248
H: -4.263 4.277 0.472
C: 1.727 -3.589 -10.121
H: -0.008 -2.709 -2.406
C: -2.343 -3.513 -2.423
H: 7.507 7.723 1.674
C: 0.365 -0.862 -6.948
H: -6.985 2.551 0.323
H: 5.254 -4.131 7.275
F: 2.563 -1.222 0.183
H: 4.020 -2.253 2.460
P: 1.380 -0.137 -0.052
C: 3.045 -5.930 -2.131
H: 4.799 8.643 -0.040
H: -2.278 0.716 1.950
N: -5.829 1.936 -1.324
H: 1.458 0.476 -4.203
H: -2.466 3.320 -0.468
H: -1.260 1.468 -1.952
H: -8.391 2.110 -2.486
H: 3.732 8.833 1.293
H: -4.790 5.086 -0.962
C: -4.136 0.387 -1.992
H: -1.744 0.088 -3.012
H: 0.139 -2.501 -11.169
H: 2.528 4.320 3.664
C: -2.059 -2.973 3.891
H: 0.235 -2.303 4.921
H: -5.767 4.117 2.509
H: 4.854 0.720 1.761
H: 7.790 5.476 1.115
H: 6.801 -7.937 4.090
C: 3.410 -2.919 3.070
H: -4.579 1.941 2.212
C: 5.616 -6.068 2.847
H: 1.422 -4.178 -9.257
H: 5.993 -8.027 6.184
C: 5.886 0.701 2.111
H: 6.355 -4.143 6.044
C: -0.769 2.181 3.418
H: -1.398 2.680 4.154
H: 4.694 -4.697 5.712
H: 1.602 5.859 3.813
H: 1.830 5.019 -0.217
H: -3.606 1.924 3.710
C: 6.550 4.178 3.314
H: -5.313 3.402 4.174
C: 5.746 -7.050 5.769
H: 5.964 -6.555 1.936
H: 6.117 -0.216 2.654
H: 4.757 -7.006 5.313
H: 1.822 -3.791 -1.510
H: -0.508 -0.399 -7.410
H: 3.630 -6.431 -2.902
H: -4.110 -1.729 0.104
H: -2.572 4.117 -2.046
C: 5.525 -4.744 6.416
H: -2.092 -3.315 4.925
C: 0.102 -3.712 -2.819
C: -5.630 0.755 -2.057
H: 0.575 -3.611 -3.795
O: 5.481 7.959 1.743
H: 1.779 -2.180 -7.824
H: 1.799 -0.498 -8.418
C: 1.648 4.805 4.086
C: 5.021 -4.676 2.498
C: 4.434 8.128 0.849
H: 0.557 -9.216 -1.027
H: -0.594 1.108 3.341
H: 1.317 -6.483 -10.296
N: -1.185 2.523 2.145
H: 0.548 -8.091 -2.218
H: 1.643 4.317 1.395
C: 1.089 -4.458 -1.963
H: -1.570 -3.692 3.234
H: 4.587 -4.651 1.498
C: -7.104 2.001 -0.610
H: 0.463 -7.551 -0.498
H: 2.008 -6.501 -11.838
H: 5.597 5.995 3.238
O: 6.123 1.824 2.894
H: 7.530 3.736 3.494
H: -4.069 -0.701 1.353
O: 1.626 -4.551 -11.268
H: 1.651 -1.622 -10.819
H: -2.552 6.278 -0.869
H: 1.705 3.334 -0.064
H: -3.812 0.037 -1.011
O: -1.372 -1.742 3.753
O: -6.149 -1.857 2.779
H: 0.386 1.590 -4.979
H: -9.248 2.649 -0.983
H: -6.246 -1.123 0.844
H: -8.410 5.864 -2.193
H: 0.488 -0.841 3.994
H: -5.220 7.341 3.078
C: -2.197 4.216 -1.027
C: -2.425 1.795 1.891
C: -1.946 1.121 -2.725
C: 0.891 -2.288 -10.410
H: -2.354 -2.552 1.563
H: 6.354 0.676 1.127
H: -5.054 5.117 3.665
C: 6.813 -7.065 4.744
O: -7.828 3.973 -1.515
O: 0.504 4.244 3.569
H: -3.276 -3.872 -2.859
H: -8.059 -2.117 2.288
C: -4.184 5.222 -0.066
C: 0.680 0.540 -4.963
N: -3.326 -2.713 1.785
O: 4.175 -4.053 3.515
C: 6.655 7.329 1.121
H: -0.581 5.183 -1.832
O: -3.696 3.718 2.897
H: -7.368 -3.525 3.031
H: 6.001 5.318 0.779
H: 2.609 -3.221 2.395
H: -3.976 -2.074 3.711
H: 6.949 7.847 0.208
O: -3.318 1.478 -2.432
C: 6.778 5.755 1.406
C: 1.307 4.256 0.360
N: 1.759 -5.500 -2.689
H: 3.646 -5.043 -1.932
H: -3.597 7.603 3.776
N: 0.240 -1.735 -9.176
H: 3.093 -2.342 3.939
C: 1.162 -1.334 -8.128
F: 0.177 0.890 -0.119
C: 0.949 -8.216 -1.213
H: 6.204 3.255 1.423
C: -4.641 6.457 0.797
H: 1.091 -6.235 -2.872
C: -4.176 7.561 2.854
O: 2.435 -8.269 -1.277
H: -4.539 7.358 0.192
H: -0.340 3.470 -1.608
H: -4.141 8.582 2.474
O: -0.143 4.505 0.215
H: -9.201 4.691 -3.004
H: -0.441 2.071 1.634
C: -3.664 2.295 2.686
H: 6.054 4.126 4.283
H: 4.753 3.381 2.422

Summary:
HOMO-LUMO gap ... 7.7 eV
ΔE to the lowest compared entry with this formula, charge and spin ... 110.18 kcal per mole
Total charge ... -1
Highest occupied orbital energy ... -0.207 hartree

Mulliken atomic charge list, values in e, 99 entries: H 0.16; F -0.34; H 0.04; H 0.25; C -0.36; C -0.47; O -0.40; C -0.87; C -0.03; H 0.29; H 0.20; H -0.70; C -0.90; C -0.81; H 0.41; H 0.07; H 0.17; H 0.45; N -0.20; H 0.34; O -0.49; H 0.27; H 0.33; H 0.37; F -0.31; H 0.35; H 0.42; H 0.37; C -0.83; C -0.81; H 0.34; H 0.49; C 1.11; C -0.75; O -0.41; H 0.13; F -0.32; H 0.20; N -0.51; H 0.24; C -0.21; H 0.34; F -0.35; C -0.67; H 0.37; H 0.36; H 0.50; N -0.12; C -0.86; H 0.32; H 0.57; O -0.10; H 0.30; H 0.34; H 0.26; H -0.49; C -0.47; H -0.20; C -0.60; H 0.33; C -0.36; H -0.02; H 0.32; F -0.32; H 0.36; P 1.52; C -0.80; H 0.34; H 0.50; N 0.37; H 0.19; H -1.42; H -0.28; H 0.29; H 0.23; H 0.33; C 0.09; H -0.28; H 0.37; H 0.19; C -1.11; H 0.46; H 0.11; H 0.04; H 0.26; H 0.41; C -0.75; H 0.64; C -0.25; H 0.37; H 0.27; C -0.43; H 0.31; C -0.41; H 0.48; H 0.20; H 0.21; H 0.47; H 0.67

---

C2H2OS3 | wB97M-V/def2-TZVPD

Element x y z (Å)
C: -0.079 0.054 0.416
C: 0.233 -0.018 -0.950
S: -1.318 0.836 1.051
S: 1.189 -1.092 -1.623
O: -0.630 0.673 -1.717
H: 0.450 -0.906 2.575
H: -0.996 1.421 -1.162
S: 1.151 -0.967 1.410

Summary:
HOMO-LUMO gap ... 7.0 eV
SMILES string ... OC(=S)C(=S)S
ΔE to the lowest compared entry with this formula, charge and spin ... 17.49 kcal per mole
Highest occupied orbital energy ... -0.336 hartree

Okay, here come the natural (NBO) numbers, in e, for every atom: C -0.33; C 0.04; S 0.12; S 0.12; O -0.64; H 0.13; H 0.49; S 0.06

---

C41H64O14 | wB97M-V/def2-TZVPD

Element x y z (Å)
C: -1.364 -3.416 0.265
H: 4.074 0.500 1.474
H: -3.150 -4.423 0.913
C: 0.794 4.473 -1.791
H: -0.168 2.965 2.244
O: -1.346 -3.912 -1.058
H: -4.648 3.512 -0.801
C: 2.229 -2.639 -0.978
O: 0.131 -1.715 -1.855
C: -0.807 -5.559 -2.684
H: 7.094 0.796 1.432
H: 2.365 -0.085 2.855
C: -3.888 2.986 -1.370
C: 5.768 -0.608 -2.303
O: 5.226 -0.791 2.599
H: -1.829 -5.466 -3.040
C: 6.072 1.169 1.472
H: 1.884 -3.657 -0.794
O: -3.291 3.642 1.250
O: 2.808 -2.258 1.371
H: -0.352 -2.563 -1.801
H: 1.622 5.171 -1.841
H: 7.079 -0.273 -0.628
H: -6.171 2.606 1.635
H: 0.499 5.533 0.743
H: -0.445 -5.718 1.479
H: -1.123 -0.468 -1.330
C: 1.634 -0.208 2.060
H: 4.076 -3.054 0.085
O: -0.067 -3.198 0.747
H: 0.292 -5.158 -0.862
C: -4.142 0.893 0.133
O: 5.845 1.329 -0.958
H: 2.948 5.419 -0.266
H: -3.178 3.725 -1.730
H: -4.106 3.237 1.563
H: 4.727 -0.446 -2.563
H: 6.399 -0.077 -3.010
H: -1.267 2.883 -2.351
C: -2.350 1.469 1.719
O: -0.919 -7.518 -0.445
H: -0.474 -6.583 -2.821
H: 5.662 -1.743 0.385
H: -0.084 5.026 -1.473
C: -2.157 1.184 -1.389
H: 3.365 3.892 -2.447
C: -0.195 2.517 -0.506
C: 1.076 -1.655 -0.815
H: -2.188 1.841 2.729
H: -6.465 -0.460 -0.988
H: 5.991 -1.671 -2.344
H: -1.173 4.422 2.214
C: -3.673 0.713 1.594
H: 4.517 -1.452 2.582
H: 4.176 2.347 -2.181
H: -0.343 -1.164 0.743
C: -0.755 -5.200 -1.207
O: -1.766 -0.014 -0.753
H: 1.480 -0.639 -0.856
C: -5.587 1.235 0.029
H: -4.413 1.119 2.285
C: 5.162 -0.788 0.159
C: 1.104 3.309 -0.842
H: -6.076 0.899 -2.062
C: 3.479 3.064 -1.748
H: 1.210 -2.257 2.547
C: -1.491 -5.764 1.125
C: 3.295 -2.272 0.050
H: -0.174 -4.890 -3.261
C: 0.467 -1.887 0.580
C: -2.471 2.619 0.712
H: -2.037 -3.998 2.227
H: -3.549 -0.342 1.831
H: -2.521 -6.345 -0.687
O: -7.728 1.150 -0.875
C: 5.754 2.039 0.257
C: 3.077 4.488 0.287
H: 0.103 1.632 0.066
H: -3.992 -0.043 -0.408
O: 3.867 -1.064 -0.357
O: -8.735 2.541 0.580
H: 1.953 2.878 1.073
H: 2.317 1.517 -0.858
C: -0.467 3.824 1.639
H: 2.657 -2.568 -1.977
H: 5.945 1.759 2.378
C: 2.137 2.378 -1.504
C: -7.747 1.975 0.206
H: 0.008 -7.473 -0.176
H: 0.670 0.136 2.425
H: -1.910 -2.463 0.188
C: 4.084 3.603 -0.449
C: -2.101 -4.369 1.206
O: 4.473 2.561 0.444
H: 1.927 0.400 1.208
H: 0.616 4.099 -2.796
H: 6.476 2.876 0.170
C: -6.432 0.633 -1.060
C: 1.535 -1.683 1.670
C: 0.774 4.637 1.301
C: 1.737 3.778 0.487
H: -2.082 -7.543 1.600
H: 1.762 2.008 -2.460
H: 4.982 4.194 -0.691
O: -2.229 -6.647 1.932
H: -4.355 2.515 -2.232
C: -1.154 3.341 0.362
C: -6.385 2.014 0.766
C: -1.488 -6.234 -0.338
C: 6.028 -0.072 -0.900
H: -0.282 1.420 -2.370
C: 5.062 0.028 1.467
C: -0.938 2.036 -1.753
H: -2.681 0.920 -2.327
C: -3.171 1.949 -0.506
H: 1.263 4.959 2.223
H: 3.489 4.739 1.267
H: -1.468 4.229 -0.195
H: -1.524 0.824 1.432

Summary:
HOMO-LUMO gap ... 9.9 eV
ΔE to the lowest compared entry with this formula, charge and spin ... 0.00 kcal per mole
Highest occupied orbital energy ... -0.352 hartree

natural (NBO) atomic charge list, values in e, 99 entries: C 0.38; H 0.19; H 0.22; C -0.65; H 0.19; O -0.56; H 0.23; C -0.46; O -0.75; C -0.62; H 0.21; H 0.22; C -0.63; C -0.62; O -0.73; H 0.22; C -0.45; H 0.21; O -0.73; O -0.56; H 0.50; H 0.21; H 0.17; H 0.22; H 0.20; H 0.16; H 0.51; C -0.63; H 0.16; O -0.56; H 0.17; C -0.30; O -0.56; H 0.20; H 0.22; H 0.46; H 0.22; H 0.22; H 0.21; C -0.45; O -0.71; H 0.23; H 0.19; H 0.21; C 0.12; H 0.20; C -0.15; C 0.06; H 0.22; H 0.20; H 0.21; H 0.23; C -0.39; H 0.48; H 0.24; H 0.21; C 0.07; O -0.79; H 0.21; C 0.12; H 0.20; C 0.05; C 0.01; H 0.20; C -0.43; H 0.20; C 0.08; C 0.39; H 0.22; C 0.04; C 0.29; H 0.23; H 0.22; H 0.19; O -0.48; C 0.39; C -0.40; H 0.20; H 0.24; O -0.56; O -0.56; H 0.21; H 0.21; C -0.39; H 0.23; H 0.24; C -0.41; C 0.75; H 0.47; H 0.22; H 0.19; C 0.11; C -0.45; O -0.56; H 0.21; H 0.21; H 0.15; C -0.11; C 0.09

---

C4H6F2N4 | wB97M-V/def2-TZVPD

Element x y z (Å)
C: 2.483 0.799 0.665
H: 3.496 0.302 -1.077
N: 2.797 0.027 -0.403
F: -0.897 -0.991 1.465
H: 3.152 1.385 1.271
H: -1.335 1.458 -0.259
N: -2.971 0.017 -0.216
N: 1.710 -0.648 -0.760
C: -0.565 -0.793 0.203
H: -1.359 0.153 -1.521
N: 1.246 0.641 1.060
F: -0.779 -1.890 -0.536
C: 0.822 -0.253 0.152
H: -3.273 0.372 0.690
C: -1.647 0.434 -0.431
H: -2.880 -1.016 -0.304

Summary:
HOMO-LUMO gap ... 9.7 eV
ΔE to the lowest compared entry with this formula, charge and spin ... 0.29 kcal per mole
Highest occupied orbital energy ... -0.326 hartree

Okay, here come the natural (NBO) numbers, in e, for every atom: C 0.17; H 0.42; N -0.35; F -0.32; H 0.21; H 0.21; N -0.82; N -0.26; C 0.65; H 0.18; N -0.45; F -0.33; C 0.20; H 0.37; C -0.24; H 0.37

---

| no. | largest force on an atom (Eh/bohr) |
| --- | --- |
| 1 | 0.079 |
| 2 | 0.101 |
| 3 | 0.016 |
| 4 | 0.109 |